(1)
{
  "formula": "C8H7BrClN2",
  "method": "ωB97M-V/def2-TZVPD",
  "symbols": ["Br", "Cl", "N", "N", "C", "C", "C", "C", "C", "C", "C", "C", "H", "H", "H", "H", "H", "H", "H"],
  "positions_angstrom": [[-3.271, 1.469, -0.350], [-3.679, -2.013, -1.267], [-0.912, 0.065, -0.266], [-1.290, -2.163, -0.068], [-0.011, 1.079, -0.215], [2.253, 1.848, 0.442], [1.035, -1.559, -0.053], [-2.523, -1.432, -0.023], [1.245, 0.792, 0.070], [-0.374, -1.283, -0.150], [-2.249, -0.042, -0.345], [1.773, -0.463, 0.034], [1.706, 2.654, 0.727], [1.319, -2.662, -0.014], [-0.429, 2.077, -0.126], [2.872, -0.404, 0.165], [2.539, 2.174, -0.597], [3.041, 1.398, 1.081], [-3.046, -1.536, 0.955]],
  "lowdin_charge": [0.96, 0.67, 0.02, 0.18, 0.06, 0.02, 0.10, -0.71, -0.24, -0.23, -0.74, -0.02, 0.05, 0.18, 0.14, 0.15, 0.14, 0.12, 0.14],
  "homo_lumo_gap_ev": [7.190, 6.831],
  "total_energy_ev": -93943.7326,
  "charge": 1,
  "multiplicity": 3,
  "homo_energy_ev": [-11.59, -14.51],
  "lumo_ha": [-0.1615, -0.2823]
}

---

(2)
{
  "formula": "C4H7NO",
  "method": "ωB97M-V/def2-TZVPD",
  "symbols": ["O", "N", "C", "C", "C", "C", "H", "H", "H", "H", "H", "H", "H"],
  "positions_angstrom": [[-0.956, -1.045, 1.201], [1.598, -1.583, -0.556], [2.332, -0.842, 0.167], [-0.336, 0.684, -0.426], [-0.597, -0.291, 0.384], [-1.831, 1.239, -0.108], [-1.824, 2.083, -0.768], [0.046, 0.608, -1.442], [0.870, -2.013, 0.021], [-2.679, 0.570, -0.349], [3.156, -0.300, -0.301], [2.198, -0.691, 1.246], [-1.979, 1.582, 0.930]],
  "lowdin_charge": [0.15, 0.02, -0.14, -0.07, -0.40, -0.08, 0.06, 0.11, 0.03, 0.09, 0.06, 0.08, 0.09],
  "homo_lumo_gap_ev": 10.126,
  "total_energy_ev": -7795.9586,
  "e_above_lowest_kcal_mol": 85.0,
  "charge": 0,
  "multiplicity": 1,
  "homo_energy_ev": -9.17,
  "lumo_ha": 0.0351
}